Below is C34H48CoNO6P2S as an isolated structure, with properties calculated with ωB97M-V/def2-TZVPD.

Atoms and positions in Å:
Co 12.84 12.35 12.16
C 10.67 14.52 13.91
C 11.99 14.61 14.63
C 12.94 15.41 13.79
C 12.62 13.28 15.02
C 12.03 12.74 16.35
O 11.69 11.36 16.09
C 11.89 11.17 14.80
N 12.33 12.15 14.13
C 11.70 9.74 14.33
C 11.89 8.76 15.35
C 11.81 7.41 15.07
C 11.65 7.01 13.73
C 11.40 7.94 12.75
C 11.46 9.32 13.00
P 11.40 10.46 11.60
C 9.68 10.91 11.26
C 9.36 11.57 10.05
C 8.07 11.98 9.81
C 7.02 11.64 10.67
C 7.38 11.09 11.88
C 8.66 10.74 12.21
C 11.98 9.46 10.24
C 11.12 8.76 9.38
C 11.64 7.92 8.44
C 13.02 7.73 8.35
C 13.88 8.39 9.21
C 13.36 9.31 10.14
H 10.17 15.44 13.87
H 10.00 13.80 14.46
H 10.86 14.11 12.96
H 11.89 15.18 15.60
H 13.16 14.93 12.85
H 13.91 15.60 14.32
H 12.54 16.38 13.52
H 13.73 13.45 15.10
H 11.14 13.27 16.61
H 12.76 12.76 17.15
H 12.02 9.13 16.37
H 12.14 6.69 15.80
H 11.69 6.00 13.42
H 11.34 7.56 11.74
H 10.17 11.92 9.39
H 7.91 12.54 8.88
H 6.01 11.85 10.46
H 6.60 10.77 12.58
H 8.89 10.33 13.19
H 10.03 8.93 9.50
H 10.99 7.55 7.70
H 13.43 7.05 7.62
H 14.92 8.30 9.11
H 14.03 9.84 10.78
C 16.71 12.83 10.57
S 15.61 13.53 11.70
C 16.75 13.73 13.07
O 14.81 12.31 12.25
H 17.29 13.61 10.11
H 16.09 12.42 9.76
H 17.36 12.09 11.10
H 17.33 14.63 12.90
H 17.37 12.83 13.19
H 16.10 13.90 13.94
C 11.07 11.81 6.73
C 12.28 12.54 7.37
C 12.74 13.69 6.51
C 13.42 11.56 7.66
O 11.77 13.09 8.65
P 12.58 14.04 9.70
O 14.06 13.81 9.62
O 11.94 13.73 11.05
O 12.21 15.49 9.27
C 10.87 16.12 9.30
C 9.69 15.18 9.50
C 10.95 17.10 10.47
C 10.82 16.81 7.95
H 11.43 11.52 5.73
H 10.27 12.50 6.56
H 10.80 10.96 7.35
H 13.12 13.28 5.56
H 13.64 14.19 6.90
H 11.94 14.37 6.33
H 13.79 11.20 6.71
H 13.13 10.75 8.33
H 14.25 12.01 8.17
H 9.67 14.74 10.50
H 9.66 14.42 8.73
H 8.77 15.79 9.41
H 11.28 16.58 11.40
H 9.99 17.58 10.57
H 11.71 17.88 10.26
H 10.63 16.05 7.17
H 11.71 17.38 7.80
H 9.96 17.46 7.99

- E_LUMO (alpha / beta) (eV) = -2.636 / -2.856
- energy relative to the best compared isomer or geometry (same formula, charge and spin) (eV) = 0.0000
- net charge = +1
- gap between HOMO and LUMO (alpha / beta) (eV) = 8.28 / 8.50
- 2S+1 = 4
- highest occupied orbital energy (alpha / beta) (eV) = -10.91 / -11.35
- <S²> = 3.76

Below is C15H49BF4N15O11 as an isolated structure, with properties calculated with ωB97M-V/def2-TZVPD.

Atoms and positions in Å:
B 0.52 -0.19 1.17
F 0.73 -0.20 2.52
F 0.17 1.05 0.76
F 1.59 -0.74 0.43
F -0.50 -1.07 0.92
C -2.95 0.02 0.06
O -2.78 -0.69 -0.92
N -3.90 0.81 0.33
N -2.20 0.15 1.09
H -4.56 0.93 -0.42
H -4.11 1.21 1.24
H -1.29 -0.28 1.06
H -2.48 0.78 1.83
C 1.27 0.99 -2.37
O 0.57 0.94 -3.36
N 2.50 1.51 -2.42
N 0.78 0.84 -1.14
H 2.89 1.62 -3.34
H 2.89 2.08 -1.68
H -0.18 0.75 -0.84
H 1.49 1.04 -0.45
C 0.72 -3.40 1.48
O 0.76 -4.55 1.75
N 0.47 -2.47 2.37
N 0.95 -2.88 0.32
H 0.28 -2.97 3.23
H 0.24 -1.48 2.31
H 0.83 -1.89 0.16
H 1.04 -3.43 -0.52
C -2.09 -3.13 -0.65
O -2.07 -4.14 0.02
N -1.51 -2.05 -0.27
N -2.69 -2.97 -1.81
H -1.10 -1.90 0.64
H -1.99 -1.27 -0.70
H -2.92 -2.07 -2.22
H -2.75 -3.83 -2.33
C 1.60 0.31 5.14
O 1.86 -0.81 5.54
N 1.62 0.58 3.90
N 1.12 1.35 5.70
H 1.80 -0.24 3.33
H 1.42 1.53 3.63
H 1.05 1.49 6.70
H 1.01 2.12 5.06
C -1.24 1.89 2.95
O -2.15 1.12 2.97
N -0.17 1.84 2.28
N -1.03 2.77 3.84
H 0.60 2.49 2.34
H 0.04 0.96 1.83
H -1.58 2.97 4.66
H -0.22 3.36 3.67
C 3.44 1.01 2.33
O 4.48 1.61 2.57
N 3.30 -0.27 2.35
N 2.25 1.39 1.92
H 3.90 -1.01 2.69
H 2.54 -0.60 1.77
H 2.15 2.38 2.10
H 1.47 0.85 1.59
C -1.02 3.35 0.07
O -1.53 2.21 -0.60
C -2.67 2.61 -1.48
C -3.19 1.48 -2.42
N -2.03 1.02 -3.21
C -2.29 -0.38 -3.55
C -2.00 -0.57 -5.03
O -2.44 -1.96 -5.33
C -1.31 -2.92 -5.38
H -1.74 4.11 0.37
H -0.59 4.00 -0.70
H -0.26 3.08 0.80
H -2.36 3.51 -2.01
H -3.58 2.81 -0.91
H -4.12 1.73 -2.93
H -3.46 0.76 -1.64
H -1.38 1.07 -2.43
H -3.32 -0.70 -3.38
H -1.63 -1.04 -2.99
H -0.97 -0.40 -5.32
H -2.73 -0.03 -5.63
H -0.33 -2.46 -5.51
H -1.39 -3.34 -6.38
H -1.35 -3.57 -4.50
C 4.18 -0.54 -1.85
C 3.43 -1.04 -0.58
O 4.27 -1.43 0.57
O 5.20 -1.49 -1.99
H 4.62 0.44 -1.66
H 3.49 -0.56 -2.69
H 2.82 -1.87 -0.91
H 2.73 -0.34 -0.11
H 3.83 -1.90 1.29
H 5.26 -1.91 -1.13

- E_LUMO (eV) = 1.360
- net charge = -1
- gap between HOMO and LUMO (eV) = 5.93
- 2S+1 = 1
- highest occupied orbital energy (eV) = -4.57

Below is an isolated molecule of C10H11NO, with properties calculated with ωB97M-V/def2-TZVPD.

Atoms and positions in Å:
N -3.31 -0.70 -0.09
C -1.95 -0.15 -0.46
C -1.67 1.10 0.31
C -0.43 1.75 -0.15
C 0.78 0.73 -0.03
C 2.14 1.16 0.03
C 3.10 0.03 0.12
C 2.83 -1.33 -0.04
C 1.52 -1.74 -0.37
C 0.58 -0.65 -0.22
C -0.84 -1.11 -0.10
O -0.86 -2.28 0.45
H -3.37 -0.93 0.90
H -3.22 -1.56 -0.41
H -2.02 0.08 -1.40
H -1.73 0.93 1.54
H -2.14 2.05 0.30
H -0.35 2.62 0.76
H -0.15 2.37 -1.16
H 2.31 2.15 -0.39
H 4.13 0.38 0.77
H 3.65 -2.08 0.22
H 0.98 -2.80 -0.56

- E_LUMO (eV) = -0.018
- energy relative to the best compared isomer or geometry (same formula, charge and spin) (eV) = 5.7626
- net charge = 0
- gap between HOMO and LUMO (eV) = 8.84
- 2S+1 = 1
- highest occupied orbital energy (eV) = -8.86

Below is C6H9N as an isolated structure, with properties calculated with ωB97M-V/def2-TZVPD.

Atoms and positions in Å:
C 1.90 0.45 0.11
N 0.94 -0.53 -0.38
C -0.01 -1.17 0.51
C -1.22 -0.22 0.78
C -1.04 0.85 -0.30
C -0.25 -0.15 -1.16
C -0.92 -1.49 -0.63
H 1.47 1.25 0.72
H 2.41 0.90 -0.75
H 2.65 -0.07 0.70
H 0.31 -1.85 1.31
H -1.56 -0.05 1.80
H -0.50 1.76 -0.02
H -1.99 1.13 -0.77
H -0.11 0.04 -2.22
H -2.07 -0.84 0.30

- E_LUMO (eV) = 0.816
- energy relative to the best compared isomer or geometry (same formula, charge and spin) (eV) = 5.6785
- net charge = 0
- gap between HOMO and LUMO (eV) = 9.26
- 2S+1 = 1
- highest occupied orbital energy (eV) = -8.44